No. 1
102
Properties=species:S:1:pos:R:3 method="wB97M-V/def2-TZVPD" e_tot_ha=-4989.40017 gap_ev=8.09 homo_energy_ev=-10.0 mol_weight_g_mol=1218.301 charge=+1
Pb 0.0458 0.3536 0.3276
N -2.2621 0.1336 -3.1018
C -3.0445 -0.0005 -1.9622
C -4.4172 -0.2397 -2.1529
C -5.2196 -0.4152 -1.0507
C -4.6566 -0.3309 0.2226
C -3.3046 -0.0879 0.3062
N -2.5006 0.0490 -0.7565
C -1.0372 0.7572 -3.3381
C -0.6867 0.9345 -4.6865
C 0.4851 1.5854 -4.9936
C 1.2920 2.0456 -3.9562
C 0.8818 1.8014 -2.6657
N -0.2571 1.1624 -2.3416
H -2.7737 -0.0408 -3.9493
H -4.8298 -0.2747 -3.1531
H -6.2784 -0.6020 -1.1756
H -5.2546 -0.4459 1.1159
H -2.8206 0.0067 1.2733
H -1.3429 0.5738 -5.4691
H 0.7697 1.7359 -6.0271
H 2.2215 2.5636 -4.1447
H 1.4857 2.1157 -1.8230
C 4.4711 -2.3703 3.6495
O 3.7131 -1.2711 3.1414
C 2.6967 -1.4772 2.2933
O 2.0536 -0.5155 1.9040
N 2.4314 -2.7473 1.9279
N 1.4275 -3.0577 1.0024
H 5.1899 -1.9373 4.3370
H 5.0122 -2.8796 2.8494
H 3.8345 -3.0728 4.1898
H 3.0510 -3.4995 2.1640
H 0.5201 -2.8891 1.4253
H 1.5249 -2.4479 0.1918
C -0.6923 0.9946 5.5048
N 0.3966 1.5127 4.6911
C 1.5256 2.1503 5.3467
C 0.3890 1.3052 3.3808
O -0.5297 0.7161 2.7905
H -0.5331 1.2947 6.5371
H -0.7298 -0.0955 5.4512
H -1.6461 1.3889 5.1587
H 1.1841 2.9887 5.9533
H 2.2105 2.5289 4.5910
H 2.0578 1.4425 5.9844
H 1.2618 1.6889 2.8486
C -3.4967 5.1979 -0.6485
C -2.2089 5.0582 0.1665
C -1.8415 3.6622 0.3746
N -1.5487 2.5674 0.5435
H -3.7365 6.2520 -0.7750
H -4.3314 4.7136 -0.1437
H -3.3827 4.7503 -1.6348
H -2.3075 5.5227 1.1486
H -1.3704 5.5445 -0.3351
F 4.4060 6.6429 1.1072
C 3.6758 5.5382 0.9435
C 4.0881 4.5403 0.0766
F 5.2279 4.6778 -0.5999
C 3.3233 3.4022 -0.0880
F 3.7575 2.4551 -0.9434
C 2.1120 3.1886 0.5886
O 1.4068 2.1063 0.4177
C 1.7307 4.2264 1.4535
F 0.5807 4.1120 2.1496
C 2.4876 5.3701 1.6306
F 2.0651 6.3185 2.4694
Cl -2.9437 -2.4228 5.5995
C -3.3879 -1.9401 3.9592
Cl -3.8265 -0.2256 3.9237
Cl -4.7320 -2.9249 3.3611
C -2.2362 -2.1584 3.0813
N -1.3405 -2.3332 2.3884
F -2.9379 -7.6334 -2.5609
C -3.2289 -7.0701 -1.3784
F -4.5600 -6.9392 -1.3077
F -2.8540 -7.9338 -0.4230
C -2.5222 -5.7496 -1.2212
C -3.2258 -4.5664 -1.0942
C -2.5032 -3.3909 -0.9505
N -1.1740 -3.3385 -0.9275
C -0.5120 -4.4913 -1.0534
C -1.1362 -5.7183 -1.2037
H -4.3063 -4.5536 -1.0998
H -3.0268 -2.4493 -0.8340
H 0.5694 -4.4304 -1.0158
H -0.5544 -6.6257 -1.2964
F 4.0992 0.7214 -5.3617
C 3.9778 -0.5955 -5.1156
F 3.3300 -1.1391 -6.1538
F 5.2128 -1.1090 -5.0878
C 3.2579 -0.8282 -3.8123
C 2.0457 -1.4976 -3.7743
C 1.4196 -1.6381 -2.5472
N 1.9392 -1.1686 -1.4130
C 3.1091 -0.5297 -1.4619
C 3.8081 -0.3326 -2.6410
H 1.5948 -1.8920 -4.6733
H 0.4647 -2.1456 -2.4549
H 3.4821 -0.1374 -0.5221
H 4.7449 0.2083 -2.6413

No. 2
97
Properties=species:S:1:pos:R:3 method="wB97M-V/def2-TZVPD" e_tot_ha=-3859.34894 gap_ev=8.19 homo_energy_ev=-9.2 mol_weight_g_mol=899.244
C -5.2032 -1.8848 2.2286
C -4.6804 -2.6609 1.0522
O -5.4410 -3.2264 0.3058
N -3.2623 -2.6477 0.7218
C -2.8837 -1.3258 0.2039
C -2.3725 -3.2371 1.6534
S -3.2839 -4.5477 2.6275
O -1.2444 -3.9549 1.0562
C -0.5268 -4.3477 2.1566
O 0.2107 -5.2690 2.1913
O -0.7747 -3.5058 3.2174
C -1.5230 -2.3987 2.6476
O -2.1947 -1.7382 3.6337
C -0.4331 -1.4802 2.0146
C 0.8009 -1.4289 2.8819
O 0.9233 -0.7722 3.8589
Cl 2.1862 -2.3764 2.2868
H -5.6471 -0.9446 1.8943
H -6.0038 -2.4788 2.6688
H -4.4657 -1.6919 2.9992
H -3.3929 -1.1953 -0.7494
H -3.2116 -0.4973 0.8428
H -1.8250 -1.2702 -0.0202
H -3.7068 -5.1992 1.5375
H -2.4531 -0.8483 3.3492
H -0.1579 -1.7823 1.0110
H -0.7784 -0.4440 1.9798
O -6.5583 1.8065 -0.7698
N -6.3113 0.6480 -1.0290
O -5.3201 0.0513 -0.6519
C -7.2702 -0.0993 -1.8559
C -8.3861 0.5559 -2.3436
C -9.2768 -0.1502 -3.1343
C -9.0441 -1.4899 -3.4193
C -7.9222 -2.1302 -2.9105
C -7.0217 -1.4338 -2.1210
H -8.5568 1.5969 -2.1143
H -10.1525 0.3456 -3.5296
H -9.7413 -2.0371 -4.0400
H -7.7456 -3.1743 -3.1276
H -6.1493 -1.9268 -1.7172
O -0.3367 -0.8476 -2.2886
N 0.4116 -1.7222 -1.8987
O 0.1193 -2.5455 -1.0503
C 1.7629 -1.7852 -2.4665
C 2.1461 -0.8340 -3.3940
C 3.4327 -0.8857 -3.9015
C 4.3111 -1.8787 -3.4876
C 3.8992 -2.8305 -2.5623
C 2.6165 -2.7883 -2.0419
H 1.4583 -0.0635 -3.7083
H 3.7553 -0.1430 -4.6190
H 5.3184 -1.8930 -3.8856
H 4.5824 -3.6036 -2.2392
H 2.2890 -3.5195 -1.3174
O 7.6365 -1.1046 -7.2503
N 7.2697 -0.8199 -6.1322
O 6.7808 -1.6032 -5.3386
C 7.4032 0.5763 -5.6868
C 7.9275 1.5182 -6.5526
C 8.0202 2.8324 -6.1230
C 7.5904 3.1829 -4.8481
C 7.0714 2.2177 -3.9951
C 6.9771 0.9027 -4.4137
H 8.2551 1.2354 -7.5418
H 8.4237 3.5850 -6.7860
H 7.6578 4.2121 -4.5210
H 6.7346 2.4846 -3.0047
H 6.5703 0.1516 -3.7532
O 4.0000 1.5510 -1.7439
N 4.9718 1.5023 -1.0197
O 5.9680 0.8425 -1.2496
C 4.9461 2.2935 0.2195
C 3.8129 3.0261 0.5198
C 3.7864 3.7551 1.6971
C 4.8836 3.7438 2.5484
C 6.0143 3.0062 2.2238
C 6.0510 2.2716 1.0501
H 2.9656 3.0268 -0.1493
H 2.9070 4.3302 1.9514
H 4.8566 4.3106 3.4695
H 6.8678 2.9995 2.8871
H 6.9232 1.6912 0.7894
O -3.9170 1.1819 3.6161
N -2.8330 1.4217 4.1053
O -1.7800 0.9834 3.6683
C -2.7706 2.2598 5.3042
C -3.9481 2.7437 5.8440
C -3.8805 3.5186 6.9892
C -2.6497 3.7965 7.5702
C -1.4795 3.3041 7.0068
C -1.5334 2.5264 5.8623
H -4.8987 2.5204 5.3831
H -4.7892 3.9034 7.4302
H -2.6028 4.3979 8.4683
H -0.5235 3.5216 7.4618
H -0.6318 2.1309 5.4180

No. 3
78
Properties=species:S:1:pos:R:3 method="wB97M-V/def2-TZVPD" e_tot_ha=-1804.26329 gap_ev=5.86 relative_energy_kcal_mol=0.0 homo_energy_ev=-3.5 mol_weight_g_mol=567.709 charge=-1
C 5.5328 -0.1829 4.1519
C 4.1035 0.2263 4.4614
O 3.2712 -0.6244 3.5759
C 1.9439 -0.3810 3.5880
O 1.4523 0.2843 4.4890
C 1.1545 -0.9668 2.3790
N -0.1924 -1.0489 3.0357
C -1.3732 -1.2409 2.6238
C -2.5354 -0.5457 3.2474
C -3.8307 -1.0996 3.2602
C -4.8906 -0.4088 3.8676
C -4.6742 0.8535 4.4420
C -3.3831 1.4093 4.4608
C -2.3134 0.6796 3.9113
C 1.8158 -2.1822 1.9367
C 3.3007 -1.9528 1.4371
C 3.5811 -1.0901 0.3824
C 4.8703 -0.9365 -0.1000
C 5.9395 -1.6483 0.4679
N 7.2869 -1.4281 0.0946
C 7.9706 -0.2761 0.6494
C 7.6928 -1.7083 -1.2760
C 5.6082 -2.6384 1.4074
C 4.3128 -2.8198 1.8513
C 0.9912 -2.9807 0.8674
C -0.0184 -3.8129 1.3555
C -0.8848 -4.5218 0.5364
C -2.1118 -5.1298 1.0675
C -2.6126 -4.7575 2.3420
C -3.8393 -5.2376 2.8105
C -4.5874 -6.1400 2.0467
C -4.0890 -6.5645 0.8110
C -2.8772 -6.0663 0.3422
C -0.6062 -4.5847 -0.9157
O -1.2013 -5.3735 -1.6822
C 0.4793 -3.7204 -1.4161
C 0.6872 -3.5164 -2.8533
C 1.4161 -2.3948 -3.3374
C 1.6208 -2.1862 -4.7069
C 1.0937 -3.0885 -5.6441
C 0.3768 -4.2055 -5.1895
C 0.1918 -4.4036 -3.8229
C 1.2912 -3.0804 -0.4981
H 6.2273 0.3659 4.7947
H 5.6485 -1.2581 4.3346
H 5.7786 0.0559 3.1059
H 3.7872 0.0044 5.4931
H 3.9151 1.2806 4.2260
H 1.1037 -0.3407 1.4738
H -1.6633 -1.9877 1.8828
H -3.9751 -2.0789 2.8027
H -5.8947 -0.8470 3.8729
H -5.5093 1.4159 4.8573
H -3.2056 2.4007 4.8894
H -1.2844 1.0436 3.9980
H 1.8714 -2.7990 2.8572
H 2.7714 -0.4922 -0.0416
H 5.1071 -0.1896 -0.8519
H 7.7713 -0.2091 1.7232
H 9.0365 -0.4319 0.4750
H 7.6552 0.6644 0.1713
H 7.3260 -2.6936 -1.5774
H 7.3262 -0.9553 -1.9907
H 8.7843 -1.7070 -1.2932
H 6.4436 -3.2098 1.8227
H 4.1153 -3.5845 2.5947
H -0.1369 -3.8698 2.4404
H -2.0638 -4.0404 2.9605
H -4.2060 -4.8897 3.7790
H -5.5442 -6.5114 2.4182
H -4.6389 -7.2738 0.1961
H -2.5325 -6.3703 -0.6382
H 1.8089 -1.6570 -2.6332
H 2.1861 -1.3030 -5.0340
H 1.2433 -2.9067 -6.7160
H -0.0452 -4.9156 -5.9040
H -0.3707 -5.2675 -3.4971
H 2.1779 -2.5878 -0.8859